An isolated molecule of C2H4N2OS2 in a non-equilibrium geometry, computed with the ωB97M-V functional and the def2-TZVPD basis.

Bonds (Å) are listed after each position.
Cartesian coordinates (Å):
1 H -0.18183 1.92352 2.24031  O11 0.960
2 H -1.49815 0.79135 -1.15705  C10 1.088
3 N -0.02958 -0.50065 -0.32657  S4 1.713, C8 1.393, C10 1.406
4 S -0.12913 -1.74432 0.84709  N3 1.713, H7 1.339
5 S 1.82994 -1.78319 -1.83453  C8 1.610
6 N -1.00606 1.43772 0.67615  C10 1.266, O11 1.416
7 H 0.76645 -1.35961 1.76495  S4 1.339
8 C 0.74806 -0.64668 -1.47283  N3 1.393, S5 1.610, H9 1.111
9 H 0.51165 0.16428 -2.19497  C8 1.111
10 C -0.90085 0.60067 -0.26780  H2 1.088, N3 1.406, N6 1.266
11 O -0.11051 1.11690 1.72526  H1 0.960, N6 1.416

Computed properties:
* HOMO energy: -0.3236 hartree
* relative energy (zero: lowest compared OMol25 entry of this formula, charge and spin): 2.8600 eV
* total charge: 0
* total energy: -1059.6382 Ha
* spin multiplicity: 1